C21H20N3O11SSc as an isolated structure, computed with the ωB97M-V functional and the def2-TZVPD basis.

Structure (XYZ):
```
57
Properties=species:S:1:pos:R:3
Sc 0.4667 -0.9859 -0.6701
S -2.2714 -0.3061 -0.0215
O 0.6588 -2.9929 -0.3460
O -1.6213 -0.9246 -4.2476
O -0.2429 -0.5693 -2.5129
O 6.3330 2.1476 3.9669
O 2.3607 -0.8935 -1.1533
O 6.9949 0.2856 2.9129
O 1.5217 1.3575 -0.0546
O 0.9541 -1.2891 1.5090
O 0.7880 -4.7785 0.9992
O -3.1283 -0.4168 1.1332
O -0.9624 0.3564 0.2876
N 0.6207 3.5278 -0.6946
N -1.9065 -1.6397 -0.7108
N 6.1426 1.2192 3.1069
C 0.7475 -3.5740 0.7970
C 1.0457 2.4995 -0.3859
C -3.0956 0.7832 -1.1430
C 3.6230 0.2797 0.5435
C -4.4672 2.4097 -2.9378
C 0.7774 -2.6391 2.0208
C 2.9284 2.3287 1.6992
C -5.1479 1.4521 -2.1852
C -2.1912 -1.8765 -2.1212
C 4.7651 0.2781 1.3637
C -5.2165 3.2845 -3.9070
C 1.9482 -2.9548 2.9313
C -4.4745 0.6461 -1.2867
C 4.9955 1.2683 2.3260
C -1.3077 -1.0630 -3.0809
C -2.4019 1.7271 -1.8792
C -3.0968 2.5380 -2.7677
C 4.0567 2.3110 2.5003
C 2.7429 1.3495 0.7504
C 3.4269 -0.7827 -0.3877
C -0.5610 -2.7325 2.7352
H -5.0022 -0.0826 -0.6857
H 4.2418 3.0675 3.2453
H -1.3335 1.8354 -1.7654
H -3.2338 -1.7038 -2.3998
H -1.3925 -2.4824 2.0744
H 2.8867 -2.7021 2.4379
H -6.2205 1.3407 -2.3056
H 5.4966 -0.5111 1.2658
H -5.7958 2.6821 -4.6096
H -0.5765 -2.0589 3.5976
H -2.5494 3.2774 -3.3402
H 1.8789 -2.3701 3.8521
H 0.5828 -0.6421 2.1207
H -0.6894 -3.7551 3.0911
H 2.1938 3.1194 1.8047
H -1.9808 -2.9314 -2.3116
H 4.1934 -1.5497 -0.4665
H 1.9434 -4.0165 3.1739
H -5.9154 3.9436 -3.3863
H -4.5334 3.9089 -4.4822
```

Results
HOMO level (alpha / beta)   -0.919 / -0.115 eV
Total charge   -2
Relative energy (zero: lowest compared OMol25 entry of this formula, charge and spin)   291.7 kJ/mol
Largest force on an atom   0.01276 Eh/bohr
Orbital gap (alpha / beta)   4.9 / 4.0 eV
E_tot   -2963.220751 Ha
E_LUMO (alpha / beta)   3.9 / 3.9 eV